No. 1
Below is a cluster of 3 separate species, C11H16FN4O4S in total, with properties calculated with the ωB97M-V functional and the def2-TZVPD basis.

Computed properties:
M, g/mol: 319.338
LUMO, eV: 2.506

Structure (ORCA input):
```
! RIJCOSX wB97M-V def2-TZVPD def2/J DEFGRID3
* xyz -1 1
C 2.42 0.30 -0.58
N 1.36 1.32 -0.61
C 0.13 0.93 0.09
N -1.00 1.10 -0.84
C -1.58 2.54 -0.78
O -2.16 2.81 0.25
O -1.30 3.19 -1.80
S -2.09 -0.08 -0.78
O -2.84 -0.09 -2.00
O -1.48 -1.30 -0.37
F -3.11 0.26 0.32
H 2.10 -0.65 -0.16
H 3.27 0.68 -0.04
H 2.74 0.11 -1.60
H 1.08 1.42 -1.57
H -0.03 1.61 0.93
H 0.17 -0.07 0.49
N 6.34 0.46 1.28
C 6.69 -0.65 2.00
C 6.93 -0.25 3.28
C 6.71 1.15 3.34
C 6.35 1.56 2.09
H 6.11 0.47 0.30
H 6.74 -1.62 1.53
H 7.23 -0.90 4.09
H 6.81 1.79 4.21
H 6.09 2.54 1.71
N -5.34 -1.50 -1.79
C -5.64 -2.78 -1.42
C -6.98 -2.82 -1.11
C -7.50 -1.52 -1.32
C -6.46 -0.73 -1.74
H -4.42 -1.17 -2.07
H -4.88 -3.54 -1.39
H -7.52 -3.69 -0.78
H -8.52 -1.20 -1.18
H -6.42 0.31 -2.00
*
```



No. 2
Below is a cluster of 7 separate species, C52H52F5NO25P in total, with properties calculated with the ωB97M-V functional and the def2-TZVPD basis.

Computed properties:
<S²>: 0.755
M, g/mol: 1216.934
LUMO (alpha / beta), eV: -1.890 / -1.891

Structure (ORCA input):
```
! RIJCOSX wB97M-V def2-TZVPD def2/J DEFGRID3
* xyz 0 2
C -3.67 5.36 0.63
P -3.59 4.59 -1.10
C -2.84 5.71 -2.43
C -2.97 2.79 -1.13
C -4.23 1.89 -0.53
C -5.29 1.33 -1.62
C -5.77 2.35 -2.80
C -7.27 3.04 -2.48
F -8.26 2.05 -1.97
F -7.78 3.45 -3.84
C -7.18 4.42 -1.60
F -6.71 4.25 -0.21
F -6.46 5.51 -2.36
F -8.60 4.93 -1.49
C -1.81 2.64 0.07
C -0.32 3.10 -0.43
C -0.12 4.70 -0.67
C 0.70 2.73 0.85
N 0.09 2.19 -1.54
O 0.48 0.99 -1.09
C -0.78 2.16 -2.74
C -0.15 3.23 -3.86
C -0.49 0.67 -3.45
C -2.38 2.28 -2.56
H -2.65 5.61 1.15
H -4.22 4.58 1.34
H -4.36 6.32 0.64
H -3.73 6.15 -3.08
H -1.97 5.25 -3.07
H -2.37 6.66 -1.88
H -4.78 2.61 0.24
H -3.86 0.97 0.13
H -4.79 0.40 -2.17
H -6.21 0.86 -1.02
H -5.98 1.67 -3.76
H -4.98 3.14 -3.15
H -2.14 3.09 1.09
H -1.74 1.46 0.24
H -0.21 5.07 -1.77
H -0.82 5.37 -0.02
H 0.99 4.97 -0.33
H 0.35 1.74 1.41
H 0.65 3.68 1.55
H 1.81 2.66 0.46
H -0.98 3.85 -4.41
H 0.70 3.92 -3.38
H 0.41 2.63 -4.72
H -1.01 -0.21 -2.87
H 0.66 0.49 -3.65
H -0.98 0.75 -4.53
H -2.76 3.08 -3.37
H -2.86 1.26 -2.94
C 4.68 3.33 -2.05
C 5.87 3.17 -2.64
C 6.34 4.09 -3.72
O 7.44 3.93 -4.22
C 5.43 5.17 -4.14
C 4.24 5.33 -3.56
C 3.79 4.43 -2.46
O 2.70 4.61 -1.93
O 3.38 6.34 -3.95
O 6.72 2.14 -2.26
H 4.33 2.67 -1.27
H 5.77 5.82 -4.93
H 2.59 6.25 -3.38
H 7.51 2.24 -2.83
C 6.03 -1.77 -1.20
C 5.58 -0.60 -0.74
C 4.85 -0.51 0.56
O 4.47 0.58 0.96
C 4.62 -1.75 1.31
C 5.06 -2.92 0.85
C 5.81 -3.01 -0.44
O 6.22 -4.10 -0.82
O 4.84 -4.09 1.55
O 5.78 0.56 -1.45
H 6.56 -1.86 -2.14
H 4.07 -1.67 2.24
H 5.26 -4.80 1.01
H 5.36 1.27 -0.91
C 2.58 -1.84 5.26
C 2.56 -0.71 4.55
C 1.43 0.25 4.64
O 1.45 1.29 3.99
C 0.31 -0.09 5.53
C 0.32 -1.22 6.24
C 1.47 -2.17 6.16
O 1.46 -3.19 6.84
O -0.73 -1.56 7.07
O 3.60 -0.39 3.69
H 3.40 -2.54 5.20
H -0.52 0.60 5.58
H -0.48 -2.42 7.48
H 3.36 0.48 3.30
C -0.39 -5.76 12.29
C -0.89 -5.09 11.24
C -0.03 -4.72 10.08
O -0.51 -4.12 9.13
C 1.40 -5.09 10.13
C 1.89 -5.76 11.18
C 1.02 -6.15 12.33
O 1.50 -6.78 13.26
O 3.22 -6.11 11.23
O -2.22 -4.71 11.20
H -1.01 -6.03 13.14
H 2.01 -4.81 9.29
H 3.33 -6.59 12.09
H -2.33 -4.24 10.35
C 8.98 -5.64 -6.11
C 8.54 -4.47 -5.65
C 7.81 -4.38 -4.36
O 7.43 -3.28 -3.95
C 7.57 -5.62 -3.61
C 8.02 -6.79 -4.07
C 8.77 -6.88 -5.35
O 9.18 -7.97 -5.74
O 7.79 -7.96 -3.37
O 8.73 -3.30 -6.37
H 9.51 -5.73 -7.05
H 7.03 -5.54 -2.68
H 8.21 -8.67 -3.91
H 8.32 -2.60 -5.83
C -9.06 -2.75 -3.22
C -10.04 -3.59 -2.89
C -11.43 -3.11 -2.63
O -12.31 -3.91 -2.35
C -11.68 -1.66 -2.72
C -10.70 -0.82 -3.05
C -9.32 -1.31 -3.33
O -8.44 -0.51 -3.65
O -10.93 0.54 -3.13
O -9.81 -4.95 -2.79
H -8.05 -3.09 -3.42
H -12.68 -1.32 -2.51
H -10.06 0.94 -3.38
H -10.67 -5.35 -2.54
*
```



No. 3
Below is a structure of composition C36H36FI2N3O4SScSi, with properties calculated with the ωB97M-V functional and the def2-TZVPD basis.

Computed properties:
M, g/mol: 952.616
LUMO, eV: 2.114

Structure (ORCA input):
```
! RIJCOSX wB97M-V def2-TZVPD def2/J DEFGRID3
* xyz -1 1
Sc 0.14 0.35 0.11
I -4.55 -0.45 6.52
C -3.48 -0.50 4.73
C -3.08 -1.72 4.21
C -2.36 -1.74 3.02
I -1.72 -3.55 2.23
C -2.02 -0.56 2.32
O -1.32 -0.59 1.24
C -2.45 0.67 2.89
C -2.14 1.95 2.17
N -0.71 2.12 1.94
C 0.08 2.27 3.14
C 0.67 0.96 3.63
C 0.96 0.78 4.98
C 1.49 -0.42 5.40
C 1.71 -1.41 4.45
C 1.40 -1.15 3.13
N 0.89 0.02 2.72
C -3.16 0.68 4.08
H -3.31 -2.65 4.71
H -2.61 1.95 1.19
H -2.56 2.78 2.75
H -0.52 2.90 1.32
H 0.90 2.96 2.95
H -0.52 2.70 3.96
H 0.74 1.58 5.68
H 1.71 -0.58 6.44
H 2.10 -2.38 4.73
H 1.56 -1.89 2.36
H -3.47 1.63 4.50
C 4.43 -3.76 -1.29
Si 2.86 -4.44 -2.01
C 2.57 -6.14 -1.29
C 3.10 -4.63 -3.86
C 1.28 -3.46 -1.76
C 0.15 -3.99 -2.36
C -1.10 -3.38 -2.27
C -1.17 -2.20 -1.56
N -0.10 -1.67 -0.99
C 1.11 -2.25 -1.04
S 2.33 -1.37 -0.17
H 5.24 -4.45 -1.56
H 4.37 -3.68 -0.21
H 4.65 -2.77 -1.68
H 3.44 -6.78 -1.46
H 1.70 -6.63 -1.74
H 2.40 -6.08 -0.21
H 3.97 -5.26 -4.06
H 3.27 -3.66 -4.33
H 2.23 -5.08 -4.33
H 0.23 -4.92 -2.92
H -1.99 -3.81 -2.72
H -2.10 -1.66 -1.42
C -5.87 3.14 -2.13
O -5.02 3.25 -3.25
C -3.74 2.80 -3.11
C -2.95 2.91 -4.26
C -1.66 2.46 -4.20
C -1.10 1.91 -3.04
C 0.26 1.36 -3.03
C 1.21 1.59 -4.17
O 0.70 0.72 -2.08
C -1.89 1.84 -1.86
O -1.46 1.40 -0.73
C -3.24 2.29 -1.93
H -6.84 3.50 -2.45
H -5.51 3.75 -1.29
H -5.96 2.10 -1.80
H -3.37 3.32 -5.17
H -1.05 2.53 -5.10
H 0.74 1.75 -5.14
H 1.89 0.74 -4.23
H 1.81 2.47 -3.92
H -3.83 2.21 -1.03
F 4.18 5.36 0.81
C 3.36 4.28 0.65
C 2.23 4.41 -0.12
C 1.41 3.29 -0.27
C 1.67 2.05 0.33
C 2.85 2.00 1.08
C 3.70 3.09 1.25
H 2.00 5.36 -0.59
H 0.52 3.41 -0.89
H 3.13 1.06 1.56
H 4.61 3.02 1.84
*
```



No. 4
Below is a cluster of 2 separate species, C11H15N in total, with properties calculated with the ωB97M-V functional and the def2-TZVPD basis.

Computed properties:
M, g/mol: 161.248
SMILES string: Cc1c[nH]c2ccccc12.CC
LUMO, eV: 0.981

Structure (ORCA input):
```
! RIJCOSX wB97M-V def2-TZVPD def2/J DEFGRID3
* xyz 0 1
C 2.95 1.65 0.16
C 1.89 2.37 1.02
H 3.62 2.42 -0.25
H 3.54 0.90 0.67
H 2.56 1.13 -0.72
H 1.61 3.27 0.49
H 2.26 2.44 2.03
H 1.03 1.69 1.01
C 0.31 -2.76 1.45
C -1.06 0.37 -0.07
C -0.73 -0.99 -0.22
C -0.47 -1.54 1.09
C -0.96 -0.61 1.96
C -0.78 1.33 -1.04
C -0.46 0.81 -2.30
C -0.56 -1.46 -1.52
C -0.34 -0.56 -2.54
N -1.22 0.59 1.33
H -1.96 1.22 1.59
H -1.11 2.36 -0.98
H -1.31 -0.74 2.97
H -0.37 1.52 -3.11
H -0.37 -2.53 -1.63
H -0.14 -3.22 2.31
H 1.36 -2.55 1.63
H -0.09 -0.89 -3.54
H 0.24 -3.53 0.68
*
```



No. 5
Below is a cluster of 13 separate species, C5H37NO14 in total, with properties calculated with the ωB97M-V functional and the def2-TZVPD basis.

Computed properties:
<S²>: 0.756
M, g/mol: 335.344
LUMO (alpha / beta), eV: -2.400 / -7.245

Structure (ORCA input):
```
! RIJCOSX wB97M-V def2-TZVPD def2/J DEFGRID3
* xyz 1 2
C 0.27 -2.49 -1.77
C 0.17 -1.02 -1.20
C 0.48 -0.11 -2.52
C 0.71 1.30 -2.02
O -0.46 2.06 -1.72
N -1.04 -0.57 -0.61
C -1.01 -0.52 0.87
O -1.16 -1.77 1.42
H -0.36 -2.66 -2.61
H 1.22 -2.82 -1.99
H -0.24 -3.25 -1.03
H 1.01 -1.00 -0.54
H -0.37 -0.22 -3.11
H 1.34 -0.56 -2.93
H 1.49 1.32 -1.21
H 1.13 1.95 -2.83
H -1.21 1.41 -1.81
H -2.01 -0.88 -0.96
H -1.85 0.16 1.24
H 0.09 -0.13 1.06
H -0.27 -2.17 1.77
H -0.19 2.27 0.01
H -0.68 3.62 0.67
O -0.61 2.64 0.86
H -3.64 1.53 -2.52
H -2.37 0.51 -2.81
O -2.80 1.39 -2.96
H 0.58 -3.89 1.89
H 1.66 -2.72 2.67
O 0.82 -3.06 2.34
H -3.38 0.20 -0.44
H -3.76 -1.32 -0.34
O -3.93 -0.45 -0.78
H -2.48 -2.58 -2.23
H -2.87 -2.19 -3.78
O -2.45 -1.88 -2.92
H 4.41 0.95 1.31
H 3.61 1.00 2.69
O 4.28 0.58 2.22
H 1.46 0.67 3.70
H 2.45 0.22 4.56
O 2.05 -0.02 3.64
H 3.32 3.23 0.46
H 2.58 2.48 1.45
O 2.86 2.48 0.58
H -1.23 4.85 -1.55
H -0.94 3.86 -2.64
O -1.55 4.57 -2.38
H -2.06 -2.89 0.49
H -3.54 -3.49 0.44
O -2.78 -3.22 -0.03
H 4.38 -2.00 1.93
H 3.35 -1.14 2.68
O 3.53 -2.07 2.44
H 0.48 2.52 4.38
H 0.56 2.95 2.92
O 0.94 2.38 3.54
*
```



No. 6
Below is a cluster of 12 separate species, H24O12 in total, with properties calculated with the ωB97M-V functional and the def2-TZVPD basis.

Computed properties:
M, g/mol: 216.180
SMILES string: O.O.O.O.O.O.O.O.O.O.O.O
LUMO, eV: -0.522

Structure (ORCA input):
```
! RIJCOSX wB97M-V def2-TZVPD def2/J DEFGRID3
* xyz 0 1
O 6.17 0.82 -22.80
H 5.34 1.27 -22.80
H 6.37 0.65 -21.82
O 11.34 1.48 -20.76
H 10.44 1.54 -20.44
H 11.30 1.25 -21.69
O 8.47 2.61 -21.41
H 7.50 2.81 -21.42
H 8.77 3.24 -20.79
O 5.20 -1.85 -20.10
H 4.57 -1.16 -20.18
H 4.66 -2.58 -20.39
O 8.55 -2.26 -19.08
H 9.38 -2.09 -19.54
H 8.40 -3.20 -19.00
O 6.79 0.44 -20.10
H 6.46 -0.47 -20.04
H 7.72 0.50 -19.85
O 6.88 2.89 -17.90
H 7.36 2.64 -17.12
H 6.27 2.15 -18.05
O 9.09 0.91 -18.97
H 9.04 0.15 -18.40
H 8.58 1.60 -18.50
O 7.19 -2.79 -22.03
H 6.72 -3.64 -21.96
H 7.12 -2.40 -21.17
O 4.75 0.92 -17.87
H 4.37 1.28 -17.07
H 4.99 0.03 -17.57
O 3.97 2.18 -20.17
H 3.67 1.48 -20.76
H 4.19 1.64 -19.40
O 9.01 -0.18 -22.97
H 9.15 -0.61 -22.15
H 8.24 0.38 -22.83
*
```



No. 7
Below is a cluster of 8 separate species, C43H36F7O3 in total, with properties calculated with the ωB97M-V functional and the def2-TZVPD basis.

Computed properties:
M, g/mol: 733.744
LUMO, eV: 2.620

Structure (ORCA input):
```
! RIJCOSX wB97M-V def2-TZVPD def2/J DEFGRID3
* xyz -1 1
O -0.55 -0.47 -0.98
C 0.58 0.27 -1.27
O 1.35 -0.27 -2.12
O 0.76 1.42 -0.80
H -0.40 -1.30 -1.47
F 2.89 3.93 0.05
C 2.48 3.86 1.32
C 1.20 3.48 1.66
C 0.87 3.41 3.00
C 1.74 3.75 4.02
C 3.03 4.16 3.65
C 3.39 4.20 2.31
H 0.47 3.23 0.91
H -0.16 3.14 3.23
H 1.48 3.69 5.07
H 3.80 4.45 4.36
H 4.38 4.51 1.98
F 1.94 -2.45 4.41
C 1.69 -1.57 3.40
C 0.69 -1.86 2.50
C 0.38 -0.91 1.50
C 1.25 0.14 1.30
C 2.25 0.41 2.22
C 2.43 -0.40 3.32
H 0.13 -2.78 2.61
H -0.42 -1.09 0.79
H 1.09 0.84 0.49
H 2.89 1.27 2.05
H 3.26 -0.25 4.00
F -0.36 -3.14 -1.53
C 0.09 -3.83 -0.47
C -0.78 -4.58 0.29
C -0.29 -5.32 1.36
C 1.04 -5.28 1.68
C 1.92 -4.50 0.91
C 1.46 -3.83 -0.22
H -1.83 -4.55 0.04
H -0.96 -5.97 1.91
H 1.48 -5.88 2.47
H 2.97 -4.43 1.15
H 2.07 -3.27 -0.91
F -4.38 -2.45 2.09
C -4.59 -1.89 0.89
C -3.63 -2.03 -0.10
C -3.86 -1.48 -1.36
C -5.07 -0.85 -1.58
C -6.06 -0.75 -0.62
C -5.80 -1.22 0.66
H -2.74 -2.60 0.14
H -3.13 -1.55 -2.15
H -5.35 -0.45 -2.55
H -6.96 -0.20 -0.86
H -6.56 -1.06 1.41
F -0.44 2.07 -3.61
C -0.96 1.17 -4.44
C -1.86 0.24 -3.97
C -2.39 -0.70 -4.84
C -1.95 -0.72 -6.15
C -1.13 0.29 -6.65
C -0.56 1.18 -5.76
H -2.20 0.30 -2.94
H -3.09 -1.47 -4.53
H -2.24 -1.50 -6.85
H -0.82 0.25 -7.68
H 0.17 1.91 -6.10
F 4.42 0.56 -2.03
C 5.00 -0.10 -1.04
C 4.26 -0.98 -0.29
C 4.79 -1.58 0.85
C 6.16 -1.40 1.09
C 6.93 -0.58 0.28
C 6.33 0.13 -0.75
H 3.21 -1.08 -0.53
H 4.16 -2.14 1.53
H 6.61 -1.93 1.92
H 7.99 -0.47 0.46
H 6.90 0.86 -1.31
F -6.01 4.42 1.02
C -4.81 3.82 0.80
C -4.61 2.46 0.87
C -3.34 1.92 0.72
C -2.30 2.78 0.41
C -2.48 4.17 0.35
C -3.77 4.69 0.48
H -5.49 1.84 0.99
H -3.17 0.85 0.75
H -1.29 2.46 0.20
H -1.62 4.79 0.16
H -3.95 5.75 0.41
*
```



No. 8
Below is a cluster of 2 separate species, H6NS2 in total, with properties calculated with the ωB97M-V functional and the def2-TZVPD basis.

Computed properties:
M, g/mol: 84.189
LUMO, eV: -4.340

Structure (ORCA input):
```
! RIJCOSX wB97M-V def2-TZVPD def2/J DEFGRID3
* xyz 1 1
N 0.12 -0.52 -1.47
H -0.67 -1.12 -1.69
H 0.04 0.33 -2.04
H 1.02 -0.94 -1.70
H 0.11 -0.21 -0.49
S -0.87 0.98 1.14
S 0.48 0.09 2.48
H -1.70 1.30 2.17
H 1.47 0.10 1.58
*
```



No. 9
Below is a cluster of 3 separate species, CH3N2O in total, with properties calculated with the ωB97M-V functional and the def2-TZVPD basis.

Computed properties:
M, g/mol: 59.048
LUMO (alpha / beta), eV: -8.892 / -8.894

Structure (ORCA input):
```
! RIJCOSX wB97M-V def2-TZVPD def2/J DEFGRID3
* xyz 1 1
C 1.54 -0.67 0.31
N 3.19 0.99 -0.12
N 2.47 0.13 -0.03
O 1.12 -1.80 -0.15
H -0.83 1.30 0.02
H -0.36 1.95 0.38
H 0.40 -2.18 0.52
*
```



Which value of M does entry 5 give? 335.344 g/mol